Computed, not measured: the molecule C20H34N6O2, with ωB97M-V/def2-TZVPD.

XYZ file:
```
62
Properties=species:S:1:pos:R:3:forces:R:3:nbo_charge:R:1
H -6.469 4.067 2.717 0.0 0.0 0.0 0.213
O -2.800 -1.770 3.496 0.0 0.0 0.0 -0.636
H -0.683 1.850 -1.331 0.0 0.0 0.0 0.204
H -3.718 0.422 4.563 0.0 0.0 0.0 0.219
N 4.989 -0.842 -4.088 0.0 0.0 0.0 -0.447
C -3.409 0.281 2.450 0.0 0.0 0.0 -0.302
N 4.142 -1.419 0.691 0.0 0.0 0.0 -0.193
C -2.887 -1.150 2.448 0.0 0.0 0.0 0.698
H -2.454 -3.608 2.130 0.0 0.0 0.0 0.239
H -5.114 -0.030 1.136 0.0 0.0 0.0 0.207
C 4.556 -1.930 -4.949 0.0 0.0 0.0 -0.410
H -0.950 -3.091 1.351 0.0 0.0 0.0 0.225
H 3.717 -1.601 -5.561 0.0 0.0 0.0 0.203
H -2.819 3.009 3.201 0.0 0.0 0.0 0.202
H 1.470 0.913 -0.602 0.0 0.0 0.0 0.395
H -3.184 -1.723 -0.721 0.0 0.0 0.0 0.199
C -5.508 1.656 2.388 0.0 0.0 0.0 -0.210
H -4.847 4.759 2.870 0.0 0.0 0.0 0.210
C 3.759 -0.367 -1.219 0.0 0.0 0.0 -0.058
C -3.151 0.950 3.795 0.0 0.0 0.0 -0.376
H -3.606 2.833 4.747 0.0 0.0 0.0 0.215
C 6.177 -0.398 -1.964 0.0 0.0 0.0 -0.222
C -1.234 -0.836 -0.649 0.0 0.1 -0.1 -0.419
C -0.432 0.238 0.085 0.0 0.0 0.0 -0.055
H 6.186 0.114 -5.565 0.0 0.0 0.0 0.168
H 5.355 -2.277 -5.624 0.0 0.0 0.0 0.166
O 1.256 -1.768 1.002 0.0 0.0 0.0 -0.597
C 6.078 -1.256 -3.217 0.0 0.0 0.0 -0.230
H -5.400 -0.445 2.810 0.0 0.0 0.0 0.223
C -5.520 3.983 3.246 0.0 0.0 0.0 -0.631
C -3.570 2.415 3.737 0.0 0.0 0.0 -0.444
H 5.637 1.154 -4.237 0.0 0.0 0.0 0.195
H -6.484 1.848 1.952 0.0 0.0 0.0 0.199
H -5.694 4.202 4.303 0.0 0.0 0.0 0.212
C -4.909 2.623 3.076 0.0 0.0 0.0 0.033
N 5.279 -1.272 0.103 0.0 0.0 0.0 -0.057
H 7.048 -1.236 -3.740 0.0 0.0 0.0 0.179
C 1.735 -0.899 0.303 0.0 0.0 0.0 0.655
N 0.989 0.114 -0.224 0.0 0.0 0.0 -0.617
H -0.359 2.393 0.328 0.0 0.0 0.0 0.217
H -2.338 -3.591 0.355 0.0 0.0 0.0 0.187
H -2.099 0.861 4.068 0.0 0.0 0.0 0.217
C 5.349 0.322 -4.879 0.0 0.0 0.0 -0.418
C -2.039 -3.084 1.274 0.0 0.0 0.0 -0.426
H 6.215 0.664 -2.208 0.0 0.0 0.0 0.205
H -3.176 -0.147 0.027 0.0 0.0 0.0 0.205
N -2.562 -1.724 1.254 0.0 0.1 0.0 -0.444
H 5.903 -2.287 -2.903 0.0 0.0 0.0 0.214
H -2.903 0.875 1.685 0.0 0.0 0.0 0.199
H -0.549 0.073 1.161 0.0 0.0 0.0 0.212
H -1.949 1.774 -0.110 0.0 0.0 0.0 0.218
C -2.616 -1.076 -0.045 0.0 -0.1 0.0 -0.206
C -4.914 0.293 2.162 0.0 0.0 0.0 -0.428
H 4.226 -2.773 -4.342 0.0 0.0 0.0 0.206
H 7.074 -0.649 -1.400 0.0 0.0 0.0 0.241
H -0.672 -1.770 -0.631 0.0 0.0 0.0 0.233
H 4.492 0.642 -5.473 0.0 0.0 0.0 0.206
H 3.375 0.091 -2.113 0.0 0.0 0.0 0.242
N 5.067 -0.634 -1.059 0.0 0.0 0.0 -0.170
H -1.347 -0.545 -1.699 0.0 0.0 0.0 0.202
C -0.879 1.646 -0.275 0.0 0.0 0.0 -0.617
C 3.171 -0.869 -0.084 0.0 0.0 0.0 -0.054
```
Positions in Å, forces in eV/Å.

Computed properties:
Energy above the lowest of the compared OMol25 structures with the same formula, charge and spin = 1.035 eV
Multiplicity = 1
Molecular weight = 390.5 g mol⁻¹
Structure (SMILES) = CC1=CC[C@H](C(=O)N(C)CC[C@H](C)NC(=O)c2cn(CCN(C)C)nn2)CC1

Computed, not measured: a cluster of 7 separate species, C20H35BBr2F4N2O3 in total at a distorted geometry, with ωB97M-V/def2-TZVPD.

XYZ file:
```
67
Properties=species:S:1:pos:R:3:forces:R:3:nbo_charge:R:1
F -0.150 -2.274 -3.704 0.1 -0.3 -0.1 -0.590
C -0.084 0.078 -0.086 -0.9 0.3 -0.9 -0.005
F 1.984 -2.845 -4.404 0.0 -0.3 -0.1 -0.601
H -5.230 -2.742 -1.270 0.0 -0.2 0.1 0.184
H 5.253 -2.704 0.094 -0.2 0.0 -0.1 0.143
H -3.147 -3.222 -2.936 -0.4 0.1 0.1 0.143
O -3.017 -1.315 -2.092 -0.3 0.2 -0.1 -0.510
C 1.861 4.497 0.306 0.3 -0.4 0.0 -0.048
H -0.455 1.915 1.122 -0.1 0.0 -0.2 0.176
H -0.224 0.412 2.072 -0.5 0.1 0.0 0.137
H 1.140 1.148 1.385 0.0 0.3 -0.4 0.178
F 1.627 -2.184 -2.214 -0.1 -0.4 -0.2 -0.581
C -1.126 -1.379 4.300 -0.1 -0.1 -0.6 -0.454
H 1.318 3.585 0.102 0.2 -0.1 -0.2 0.259
H 3.158 7.053 1.970 0.0 -0.2 0.3 0.203
C -1.249 -2.404 3.199 0.2 -1.2 -0.3 -0.432
C 0.077 0.961 1.160 1.0 -0.6 1.1 -0.646
H 0.308 -0.954 0.114 0.1 0.0 0.3 0.084
C 4.979 -1.914 0.818 0.2 -1.9 -0.4 -0.055
H -3.147 3.603 -4.817 -0.2 0.0 0.0 0.181
C 4.930 -2.606 2.191 0.4 0.4 1.0 -0.437
C 3.447 -2.724 2.544 -0.9 0.6 -0.7 -0.440
C -2.695 -2.692 -2.088 1.5 0.1 0.2 -0.082
B 1.228 -1.991 -3.555 0.1 0.8 0.4 1.355
H 1.976 5.340 -1.630 0.0 -0.2 0.0 0.412
C -1.744 2.398 -2.142 -0.9 0.7 0.1 -0.021
Br -2.880 -3.483 3.447 -0.1 0.3 -0.1 -0.066
C -3.157 -3.191 -0.755 -1.0 -1.6 0.5 -0.424
O 3.700 -1.449 0.558 -0.1 1.4 0.0 -0.492
H 3.134 -3.750 2.738 0.0 0.0 0.1 0.196
H -1.213 -0.083 -0.119 -0.1 -0.2 0.1 0.044
H 2.395 -3.020 0.669 -0.1 0.1 -0.1 0.169
C 2.776 6.305 1.294 0.6 0.1 -0.8 -0.321
O 0.357 0.609 -1.221 0.3 0.7 0.6 -0.886
H -0.480 -3.172 3.191 0.1 0.1 0.4 0.225
C 2.281 4.994 1.510 -0.8 0.1 0.5 -0.323
H -2.516 -3.022 0.113 0.4 0.5 -0.4 0.201
H 2.117 4.498 2.453 0.0 0.0 0.0 0.218
H -4.821 -2.393 0.455 -0.1 0.0 -0.1 0.197
C -2.990 3.092 -3.880 0.1 0.8 0.1 -0.114
C 2.776 6.495 -0.067 -0.1 0.2 0.0 -0.099
C -3.058 2.087 -1.889 0.5 0.1 0.6 -0.329
H -1.713 -0.519 3.982 0.4 0.4 0.3 0.236
H -0.929 3.540 -3.706 0.1 -0.4 -0.2 0.397
H -1.252 -2.026 2.177 -0.3 0.5 0.2 0.261
H -1.461 -1.716 5.273 0.0 -0.2 -0.1 0.220
H -4.928 2.646 -2.974 -0.1 -0.4 -0.3 0.195
H 5.415 -3.583 2.193 0.0 0.0 -0.2 0.193
H -1.620 -2.841 -2.203 0.0 0.4 -0.2 0.248
H 5.766 -1.175 0.667 -0.4 0.5 0.4 0.176
Br 0.767 -0.971 4.508 -0.2 0.3 0.1 0.000
H 3.101 -2.090 3.358 0.5 -0.2 0.3 0.201
N 2.235 5.385 -0.662 -0.3 0.4 0.2 -0.503
H -3.318 1.634 -0.947 -0.4 -0.1 -0.2 0.209
H -4.607 -0.286 -1.397 -0.4 -0.2 0.1 0.179
C -4.456 -2.408 -0.573 0.1 0.5 -0.2 -0.437
H 5.433 -2.023 2.969 0.1 0.1 -0.1 0.191
C 2.729 -2.170 1.280 0.4 -1.3 -0.3 -0.065
H -3.376 -0.601 -0.172 0.1 0.1 -0.1 0.162
C -3.854 2.540 -2.968 0.0 0.2 0.1 -0.327
N -1.733 3.074 -3.331 0.2 -0.5 0.0 -0.510
H 3.090 7.348 -0.647 0.0 0.0 0.0 0.191
H -0.888 2.214 -1.510 0.5 -0.4 -0.3 0.278
H -3.256 -4.284 -0.778 -0.4 0.1 0.0 0.192
C -3.917 -1.042 -1.021 0.2 0.0 -0.1 -0.071
H 1.860 -1.545 1.467 0.1 0.2 0.0 0.210
F 1.475 -0.657 -3.922 0.1 -0.2 -0.3 -0.576
```
Positions in Å, forces in eV/Å.

Computed properties:
Energy = -182064.9372 eV
Charge = -2
Multiplicity = 1
Molecular weight = 598.1 g mol⁻¹

Computed, not measured: a structure of composition C20H35Br10I2NO3 at a distorted geometry, with ωB97M-V/def2-TZVPD.

XYZ file:
```
71
Properties=species:S:1:pos:R:3:forces:R:3:lowdin_charge:R:1
C -1.173 2.641 -1.074 -0.4 0.6 0.5 -0.726
H -7.507 5.873 -1.261 -0.1 0.0 0.0 0.059
C -1.916 3.937 -0.747 -1.6 -1.0 -0.3 -0.751
H 1.519 2.945 -1.617 -0.3 0.2 -0.5 0.137
Br -2.371 -2.780 0.311 0.1 0.0 0.0 0.566
H -0.822 2.714 -2.085 0.2 -0.1 -0.5 0.047
H 2.515 -1.202 6.106 0.0 0.0 -0.1 0.049
H 3.120 -4.009 -2.900 0.1 0.0 0.0 0.057
H 3.483 -2.675 5.917 0.0 0.0 -0.1 0.058
C -2.685 3.886 0.580 1.0 0.2 -0.2 -0.187
H -0.862 -3.217 2.239 0.0 0.0 0.0 0.048
O 1.786 3.744 0.625 0.8 -0.1 0.5 0.090
C 3.752 2.348 0.058 -0.2 0.5 0.7 -0.121
H 5.322 1.608 -2.014 0.0 0.4 -0.1 0.071
C 4.248 0.136 -1.148 1.1 4.3 0.2 -0.554
H -1.422 -4.989 -5.313 0.0 0.0 0.0 0.051
I -3.395 4.241 -2.336 0.3 0.4 -0.1 0.799
C 1.320 2.156 -0.901 0.4 0.4 0.1 -0.065
C 3.468 -1.598 5.772 0.2 -0.1 0.2 -0.699
H 1.436 -4.493 -2.637 0.0 0.0 0.0 0.002
H 4.812 -1.412 4.079 0.0 0.0 0.1 0.053
H -1.258 4.781 -0.848 0.3 0.3 0.0 0.076
C 0.448 3.529 0.782 3.1 -3.2 -3.6 -0.481
H 1.377 1.196 -1.386 0.2 -0.5 0.0 0.135
C 2.854 -5.937 -1.923 0.3 0.1 -0.1 -0.759
H -2.444 2.953 1.061 -0.2 -0.5 0.3 0.049
H -2.112 -1.773 4.000 0.0 0.0 0.0 0.057
H -0.158 1.446 0.371 -0.1 0.0 0.9 0.050
Br -2.476 -4.270 -3.178 0.2 -0.1 0.0 0.604
C -2.123 -5.488 -4.653 -0.3 0.2 0.0 -0.698
Br -0.783 -0.293 2.544 0.0 0.0 0.0 0.633
H -2.183 -7.241 -3.365 0.0 0.1 0.1 0.054
H 4.209 2.837 0.904 0.1 0.4 0.4 0.122
C -7.547 5.381 0.824 0.0 -0.3 0.1 -0.692
C -2.159 -1.618 2.925 0.2 0.1 0.1 -0.676
N 4.743 0.832 -2.293 0.3 0.2 0.4 0.122
C 2.440 -4.519 -2.226 -0.2 0.1 0.3 -0.697
C -6.807 5.666 -0.455 0.0 0.3 -0.1 -0.707
H -3.112 -1.168 2.666 0.0 0.0 -0.1 0.053
H -3.083 -5.584 -5.155 0.0 -0.1 -0.1 0.055
O -0.130 4.140 1.531 -4.0 3.9 4.6 0.220
Br -5.711 7.266 -0.309 0.0 -0.1 0.0 0.588
H 3.921 1.184 -2.761 0.0 0.1 -0.6 0.087
H -8.318 4.633 0.659 0.0 0.0 -0.1 0.056
H -2.291 4.637 1.238 -0.2 0.5 0.2 0.071
H 2.347 -6.346 -1.056 0.0 0.1 0.0 0.048
Br 2.357 -3.455 -0.594 -0.2 -0.3 0.0 0.646
I -2.511 0.935 -1.124 0.3 0.0 0.1 0.842
H -3.742 3.992 0.472 -0.6 0.0 0.0 0.002
Br 0.249 -6.822 -3.725 -0.3 -0.1 0.0 0.731
C 0.018 2.384 -0.131 0.2 -0.2 -1.7 -0.261
H 5.108 0.827 0.615 0.4 -0.1 0.2 0.126
H 3.468 0.354 0.845 -0.1 -0.3 -0.1 0.089
H 4.119 2.866 -0.812 0.1 0.0 -0.5 0.113
H -2.531 -3.703 2.589 0.0 0.0 0.1 0.058
H 2.692 -6.593 -2.772 0.0 0.0 -0.1 -0.020
O 3.934 -0.958 -1.280 -1.7 -5.3 -0.3 0.066
H -6.145 4.859 -0.751 0.0 0.0 0.0 -0.002
C 2.271 2.480 0.239 0.2 -1.7 -0.9 -0.350
H -7.993 6.268 1.260 0.0 0.1 0.0 0.048
C -1.902 -2.909 2.194 -0.2 -0.1 -0.2 -0.685
H 2.050 1.711 0.983 -0.2 0.3 0.7 0.129
C 3.771 -1.259 4.340 -0.2 0.1 -0.1 -0.685
C 4.126 0.879 0.163 0.9 0.3 -0.5 -0.108
H -1.694 -7.543 -5.041 -0.1 0.0 0.0 0.057
C -1.637 -6.841 -4.212 0.2 -0.1 -0.2 -0.668
H 3.144 -1.836 3.670 -0.1 -0.1 0.0 0.056
Br 4.825 -0.899 6.981 -0.1 0.0 0.0 0.606
Br 4.768 -6.044 -1.576 0.0 0.0 0.1 0.607
Br 3.358 0.598 3.940 0.0 0.1 0.0 0.634
Br -6.374 4.617 2.176 0.0 0.1 0.0 0.616
```
Positions in Å, forces in eV/Å.

Computed properties:
Energy above the lowest of the compared OMol25 structures with the same formula, charge and spin = 0.000 eV
Multiplicity = 1
Molecular weight = 1390.4 g mol⁻¹

Computed, not measured: a cluster of 3 separate species, C20H35Cl2FINO8 in total at a distorted geometry, with ωB97M-V/def2-TZVPD.

XYZ file:
```
68
Properties=species:S:1:pos:R:3:forces:R:3:nbo_charge:R:1
H -3.478 4.375 -3.873 -0.1 -0.3 -0.1 0.196
C 2.533 -0.368 0.990 1.0 1.3 -1.0 -0.173
H -2.747 3.381 -0.053 0.5 -1.4 2.3 0.255
O -3.865 3.170 -5.538 -1.1 -0.3 0.2 -0.497
H 4.459 0.463 0.010 -0.9 -2.2 0.4 0.221
N 0.510 1.626 2.432 -2.8 -2.8 -3.0 -0.657
C 1.697 0.774 0.135 0.2 -0.7 -0.4 -0.472
H -5.201 0.198 2.211 2.3 1.0 -1.0 0.236
C 3.992 -0.596 0.235 -0.8 -0.7 0.5 -0.643
C 2.950 4.742 2.896 0.6 0.6 1.2 -0.282
C -0.746 0.859 1.971 -0.1 -3.6 3.1 0.696
O 3.682 -5.681 1.602 0.8 -0.9 -0.4 -0.499
H 2.937 5.924 2.979 -0.2 -2.6 -0.7 0.216
C -6.813 1.283 -5.492 -0.5 -0.3 0.1 -0.258
H -4.731 1.877 0.120 1.4 0.5 2.0 0.238
H -1.553 2.136 -4.757 0.0 0.2 0.0 0.212
H 3.785 -1.214 -0.760 0.6 1.5 2.1 0.237
H 2.128 -5.684 0.202 0.2 -0.1 0.2 0.192
H 2.447 1.200 -0.689 -1.8 -0.7 1.9 0.251
H 1.449 -7.200 2.108 0.0 0.2 -0.1 0.222
C -0.115 2.743 0.357 -0.1 0.1 -0.7 0.477
C -4.107 1.989 1.114 -0.2 -1.5 -0.4 -0.283
H 2.182 -4.327 1.325 0.4 -0.3 0.1 0.204
H -2.483 3.385 1.887 -0.1 -1.5 -2.3 0.253
C -2.043 2.743 -3.990 -0.1 -0.2 0.0 -0.641
C 4.165 -6.884 1.205 -0.6 -0.3 -0.1 0.984
C 1.147 2.004 1.077 1.1 0.9 1.0 0.024
H -2.337 4.482 -5.212 -0.3 -0.2 -0.2 0.192
O 2.387 4.265 1.609 0.8 -1.2 1.7 -0.546
H -3.509 0.692 2.890 -1.2 -0.6 -2.3 0.230
O 3.551 -7.733 0.575 1.0 1.2 0.9 -0.644
H 0.332 -5.827 1.986 0.1 0.0 0.0 0.218
H 4.688 -1.215 0.968 -1.4 1.3 -1.8 0.235
C 2.321 -5.410 1.245 -0.8 0.1 0.0 -0.080
C 2.483 2.804 1.543 1.0 -0.2 0.8 -0.059
H 3.394 2.431 0.883 -1.8 1.2 1.1 0.182
I -5.272 3.365 2.430 0.4 -0.6 -0.8 0.045
H -2.616 2.054 -3.359 0.0 0.2 0.0 0.218
H 2.357 4.342 3.838 0.9 0.6 -2.1 0.186
C 1.367 -6.111 2.196 0.1 -0.4 0.1 -0.639
Cl 1.486 -1.932 0.966 1.2 1.6 0.3 -0.085
H 4.082 4.422 3.056 -2.3 0.5 -0.6 0.177
C -4.113 0.544 1.871 0.0 0.1 1.2 -0.675
H -3.657 -0.339 1.239 -0.7 2.0 1.2 0.234
H 1.030 0.918 2.995 -0.2 0.8 -0.7 0.399
C -2.649 2.703 0.926 -0.8 0.1 0.3 -0.454
H -1.278 3.219 -3.371 -0.3 0.0 -0.3 0.223
C -1.376 1.700 0.714 0.5 1.5 -1.2 -0.395
H -1.527 1.115 -0.315 0.3 0.8 2.7 0.283
H -7.433 1.888 -4.823 0.2 -0.1 0.0 0.198
C -4.944 2.576 -4.972 0.2 -0.1 0.5 0.985
Cl 0.174 2.770 -1.512 -0.2 0.0 2.0 -0.086
H -7.418 1.002 -6.359 0.3 0.2 0.0 0.197
H 2.739 2.437 2.649 -0.7 0.5 -2.4 0.187
H 5.580 -9.035 1.987 0.0 0.1 -0.2 0.189
F -0.412 4.171 0.608 1.0 -3.8 0.2 -0.359
C 6.043 -8.256 1.372 0.3 -0.5 -0.1 -0.257
O -5.196 2.531 -3.776 0.3 0.1 -1.7 -0.649
H -6.481 0.368 -4.990 -0.1 0.2 0.1 0.188
H 7.103 -8.192 1.636 -0.3 0.3 0.1 0.195
H 0.854 0.215 -0.460 1.5 1.2 1.3 0.259
O -1.085 -0.288 2.562 1.7 7.1 -3.8 -0.560
H 5.969 -8.507 0.310 -0.2 0.0 0.2 0.197
O -5.685 2.017 -5.960 0.6 0.6 0.7 -0.496
H 1.602 -5.858 3.235 -0.1 0.1 -0.1 0.212
C -2.945 3.785 -4.627 0.5 0.1 0.4 -0.071
H 2.769 -0.035 2.089 -0.8 -0.9 -2.0 0.215
O 5.441 -6.995 1.651 -0.9 0.3 -0.4 -0.498
```
Positions in Å, forces in eV/Å.

Computed properties:
Energy = -75034.6944 eV
Multiplicity = 1
Molecular weight = 634.3 g mol⁻¹
Structure (SMILES) = COC[C@@]1(C[C@H](C)Cl)NC(=O)[C@@H](C[C@@H](C)I)[C@]1(F)Cl.CCOC(=O)OC.CCOC(=O)OC

- Which of these has the highest molecular weight?
  C20H35Br10I2NO3

- What is the formula in the second record?
  C20H35BBr2F4N2O3

- What is the molecular weight in the third record?
  1390.4 g mol⁻¹

- Which of these has the lowest molecular weight?
  C20H34N6O2